Density functional theory data (wB97M-V/def2-TZVPD) for C11H23N5O3S as an isolated structure in a non-equilibrium geometry.

Atoms and positions in Å:
H 3.699 -0.847 1.560
N -0.527 -0.751 -0.341
H 6.656 -0.963 -2.582
S -5.956 0.561 -1.471
H 2.478 1.438 0.823
C 0.761 -0.095 0.250
N 7.653 0.605 -0.591
H 4.343 -1.432 -0.231
C 3.055 0.496 -0.274
H 2.086 -1.436 -0.924
H -4.469 -0.969 -1.954
N -3.587 -2.246 1.334
H -3.752 0.263 0.995
H 5.468 0.809 1.187
H -6.843 2.729 -0.495
H 7.566 1.616 -0.197
H -2.622 -1.952 -0.837
H 1.404 0.146 -1.928
C -6.256 1.810 -0.071
N 6.242 -1.040 -1.565
H -6.962 1.508 0.928
C -2.895 -1.571 0.214
H -5.487 2.236 0.570
H -0.833 1.897 -0.252
O 1.645 1.518 1.698
C -3.632 -0.297 -0.066
O -1.108 -0.962 1.860
H -0.304 -1.076 -1.298
C -1.541 -1.055 0.661
C -4.897 -0.688 -0.867
H 6.258 -2.004 -1.207
H -2.840 0.243 -0.691
O -0.250 2.155 0.679
H -2.994 -1.872 2.254
H 3.562 1.092 -1.160
C 1.790 -0.193 -0.874
H -5.598 -1.337 -0.365
C 0.718 1.316 0.880
N 5.507 0.189 0.364
H 1.083 -0.746 1.173
C 6.495 -0.026 -0.533
H -3.025 -3.000 1.517
C 4.254 -0.416 0.404

For the energy relative to the best compared isomer or geometry (same formula, charge and spin), the calculation gives 258.3 kcal/mol. The HOMO energy is -0.29077 hartree. The value obtained for the HOMO-LUMO gap is 7.707 eV. The value obtained for the maximum force is 7.0 eV Å⁻¹. Its total charge is 0. The LUMO energy comes out at -0.21 eV.

Charges per atom according to Löwdin partitioning, unit e:
1 H 0.180
2 N 0.086
3 H 0.134
4 S 0.770
5 H 0.134
6 C -0.247
7 N 0.039
8 H 0.105
9 C -0.243
10 H 0.170
11 H 0.115
12 N 0.068
13 H 0.174
14 H 0.158
15 H 0.046
16 H 0.056
17 H 0.173
18 H 0.134
19 C -0.425
20 N 0.047
21 H 0.093
22 C -0.385
23 H -0.008
24 H 0.255
25 O 0.076
26 C -0.250
27 O 0.015
28 H 0.128
29 C -0.365
30 C -0.575
31 H 0.070
32 H 0.116
33 O 0.147
34 H 0.161
35 H 0.101
36 C -0.214
37 H 0.061
38 C -0.454
39 N -0.020
40 H 0.181
41 C -0.547
42 H 0.017
43 C -0.280



Density functional theory data (wB97M-V/def2-TZVPD) for a 12-piece molecular cluster, H24O12 overall in a non-equilibrium geometry.

Atoms and positions in Å:
H 1.187 2.537 -1.708
H 0.749 -1.442 -1.515
H -0.475 1.066 2.101
O 2.301 -1.838 0.991
O -2.448 2.152 0.141
O 0.915 -2.401 -1.637
H 2.542 -1.294 1.753
H 2.517 2.359 0.527
H 1.825 -2.491 -1.943
H -0.552 -0.480 0.158
O 0.202 -3.373 0.883
H 2.430 0.761 -1.042
O -0.854 -0.773 2.096
H -1.471 0.774 -2.453
O -2.384 0.962 -2.706
H -2.957 -2.047 0.484
O -0.229 -0.147 -0.700
H -0.348 0.812 -0.672
H -2.978 2.705 -0.451
H 1.036 3.036 -3.168
H -0.624 -1.296 2.876
H -0.929 2.414 1.489
O 1.682 2.567 0.088
H 1.628 -2.454 1.318
H -2.838 1.104 -1.868
H 0.237 -4.326 0.741
H 3.019 -0.443 -0.245
H 1.033 2.736 0.802
O 3.228 0.222 -0.925
H -2.983 2.063 0.945
O -2.276 -1.678 1.057
H -1.553 -2.333 1.053
H -1.826 -0.726 2.109
O 1.182 2.242 -2.642
O -0.275 2.026 2.101
H 0.285 -2.995 -0.035

For the energy relative to the best compared isomer or geometry (same formula, charge and spin), the calculation gives 46.8 kcal/mol. The HOMO energy is -0.38141 hartree. Its SMILES is O.O.O.O.O.O.O.O.O.O.O.O. The value obtained for the HOMO-LUMO gap is 10.220 eV. The value obtained for the maximum force is 5.5 eV Å⁻¹. Its total charge is 0. The LUMO energy comes out at -0.16 eV.

Charges per atom according to Löwdin partitioning, unit e:
1 H -0.008
2 H 0.018
3 H 0.008
4 O -0.069
5 O -0.046
6 O -0.065
7 H 0.055
8 H 0.064
9 H 0.064
10 H 0.024
11 O -0.076
12 H -0.010
13 O -0.115
14 H 0.008
15 O -0.058
16 H 0.089
17 O -0.048
18 H 0.029
19 H 0.068
20 H 0.039
21 H 0.089
22 H 0.012
23 O -0.066
24 H -0.004
25 H -0.003
26 H 0.077
27 H -0.005
28 H 0.031
29 O -0.069
30 H 0.068
31 O -0.085
32 H 0.050
33 H 0.041
34 O -0.066
35 O -0.077
36 H 0.037



Density functional theory data (wB97M-V/def2-TZVPD) for C38H54N3P3PdSi as an isolated structure.

Atoms and positions in Å:
H -2.239 -3.501 -3.930
H -1.840 0.810 3.999
N -3.440 -6.909 0.044
C 1.937 0.736 1.451
H -1.574 5.342 0.362
H -3.257 4.802 0.312
C 3.212 1.764 3.732
C -1.920 3.572 1.565
H 2.588 -2.274 -4.226
C 2.956 1.688 1.354
H -4.246 0.696 1.353
C -0.802 3.656 -1.577
H 0.429 -0.709 5.375
C 1.547 0.301 2.730
H -2.090 -1.832 -4.510
H 4.898 -2.608 -3.445
H -0.299 2.940 2.884
C -2.379 4.896 0.948
H -2.097 -1.903 4.151
P -1.530 1.970 0.621
C -3.081 1.466 -0.315
H -2.660 1.061 -1.241
C 4.198 -2.041 -2.840
H 3.242 2.049 0.370
C -0.647 3.843 2.382
C 0.535 -0.109 -4.801
H 4.384 2.942 2.362
H -1.955 -1.558 5.885
H 1.476 -1.764 -5.890
Pd -0.789 -1.110 0.496
H 1.914 0.510 4.851
C 2.198 0.826 3.854
H -0.540 -4.467 -2.391
H -0.366 1.521 4.654
H 2.762 -1.832 4.198
N -2.956 -5.125 1.700
H -4.495 3.025 0.229
C 2.007 -2.622 4.238
C 0.651 -1.059 -5.993
H 1.483 -2.545 5.193
H 5.597 -1.667 -1.253
C 1.977 -1.129 -2.512
C -2.430 -3.980 1.328
P 0.140 -0.892 2.859
H 2.632 -2.161 1.579
C -0.570 0.919 -5.068
P 0.244 -0.824 -3.062
H -4.946 2.093 -1.197
H 1.904 3.719 -3.609
H -3.128 -0.497 0.661
H 3.695 2.156 4.622
C 0.040 4.077 -2.598
C 3.671 -0.810 -0.842
C -1.846 -2.510 -3.687
H -0.240 4.921 -3.221
C -0.472 2.565 -0.767
H 2.272 -3.874 1.850
H -1.540 0.425 -5.174
H 0.812 -0.490 -6.916
C -1.079 0.704 4.778
C -3.798 0.333 0.422
H 0.156 4.178 1.719
C 4.585 -1.518 -1.615
C 0.706 1.839 -1.016
H 1.478 0.436 -4.695
H -0.816 4.625 3.130
H 0.165 -2.956 -4.313
C 1.548 2.297 -2.038
H -1.563 0.816 5.755
H -2.355 -2.152 -2.788
H -0.645 1.627 -4.241
C 1.232 3.403 -2.817
H -0.430 -3.056 -1.316
C 2.894 -1.842 -3.280
H 2.531 -3.583 4.224
C -3.186 -6.038 0.773
H 0.259 -3.259 3.156
C 1.825 -2.878 1.759
H -0.267 -1.637 -6.121
C -1.387 -1.781 4.975
H 3.995 -0.423 0.118
C -0.396 -0.657 4.658
H -0.883 -2.738 5.118
C 1.066 -2.527 3.038
N -2.016 -2.914 1.116
H -0.374 1.478 -5.991
C -0.340 -2.568 -3.421
H 2.467 1.758 -2.247
H -2.623 5.603 1.751
C 3.599 2.202 2.472
H -2.697 3.234 2.265
H -4.607 -0.060 -0.203
H -1.732 4.184 -1.424
C -4.100 2.548 -0.672
H -3.687 3.321 -1.321
H 1.021 -3.669 -2.117
C -0.050 -3.500 -2.241
C 2.348 -0.605 -1.255
H 1.162 -2.856 0.893
Si 0.967 0.139 -0.114

For the energy relative to the best compared isomer or geometry (same formula, charge and spin), the calculation gives 5.8 kcal/mol. The HOMO energy is 0.01256 hartree. The value obtained for the HOMO-LUMO gap is 4.085 eV. The value obtained for the maximum force is 0.9 eV Å⁻¹. Its total charge is -2. The LUMO energy comes out at 4.43 eV.

Here are the Löwdin charges for atoms 1 to 99, given in e:
1 H 0.071
2 H 0.064
3 N 0.021
4 C -0.292
5 H 0.061
6 H 0.040
7 C -0.115
8 C -0.545
9 H 0.080
10 C -0.118
11 H 0.069
12 C -0.111
13 H 0.070
14 C -0.362
15 H 0.046
16 H 0.083
17 H 0.036
18 C -0.145
19 H 0.068
20 P 1.052
21 C -0.553
22 H 0.093
23 C -0.119
24 H 0.094
25 C -0.153
26 C -0.546
27 H 0.086
28 H 0.063
29 H 0.047
30 Pd 0.108
31 H 0.082
32 C -0.125
33 H 0.073
34 H 0.047
35 H 0.065
36 N 0.007
37 H 0.063
38 C -0.130
39 C -0.142
40 H 0.052
41 H 0.086
42 C -0.394
43 C -0.387
44 P 0.998
45 H 0.063
46 C -0.152
47 P 1.074
48 H 0.067
49 H 0.090
50 H 0.004
51 H 0.085
52 C -0.121
53 C -0.113
54 C -0.141
55 H 0.086
56 C -0.368
57 H 0.070
58 H 0.060
59 H 0.065
60 C -0.147
61 C -0.158
62 H 0.076
63 C -0.114
64 C -0.307
65 H 0.092
66 H 0.068
67 H 0.081
68 C -0.124
69 H 0.065
70 H 0.070
71 H 0.045
72 C -0.120
73 H 0.016
74 C -0.113
75 H 0.067
76 C -0.487
77 H 0.087
78 C -0.141
79 H 0.062
80 C -0.143
81 H 0.082
82 C -0.586
83 H 0.058
84 C -0.539
85 N 0.054
86 H 0.065
87 C -0.571
88 H 0.092
89 H 0.065
90 C -0.112
91 H 0.091
92 H 0.069
93 H 0.067
94 C -0.139
95 H 0.050
96 H 0.063
97 C -0.136
98 C -0.295
99 H 0.030